No. 1
A molecular structure, C31H31N7NaOS, computed with ωB97M-V/def2-TZVPD.

The geometry in XYZ format:
```
72
Properties=species:S:1:pos:R:3:forces:R:3:mulliken_charge:R:1
Na 1.35628 0.46661 1.54771 0.71 0.30 -0.25 0.927
C 3.79966 -0.14200 2.04139 0.30 -0.20 0.16 -0.530
C 3.29181 0.21998 3.30525 0.24 -0.31 0.11 -0.877
C 2.97007 1.58412 3.26998 0.13 0.33 0.06 -0.491
C 3.28013 2.06785 1.98225 0.12 0.40 0.12 -0.615
C 3.79057 1.00052 1.22625 0.35 0.04 -0.17 -0.578
H 4.17923 -1.11675 1.76572 -0.13 -0.03 -0.03 0.432
H 3.23537 -0.42794 4.17049 -0.12 -0.02 -0.04 0.387
H 2.62005 2.18166 4.10191 -0.07 -0.04 -0.01 0.483
H 3.19746 3.09612 1.65372 -0.07 -0.02 -0.03 0.488
H 4.15033 1.06214 0.20732 -0.06 0.01 -0.02 0.455
N 2.01334 -0.44439 -3.54659 0.11 0.00 0.05 0.092
C 2.43865 0.15695 -2.39559 -0.23 -0.07 -0.18 -0.357
N 1.90437 1.19687 -1.88710 0.19 -0.15 0.26 -0.265
C 0.78055 1.74176 -2.49634 0.27 0.27 0.43 0.211
N 0.09957 2.63824 -1.89586 -0.58 0.16 -1.42 -1.088
N 0.21801 2.85207 -0.60650 -0.05 -0.16 1.45 0.740
C 0.64738 3.92396 -0.08950 0.26 -0.04 -0.68 -0.720
C 0.54842 4.15140 1.35166 -0.02 0.04 0.73 0.833
C 0.89323 5.39958 1.87357 0.03 -0.16 -0.24 -0.848
C 0.82871 5.60056 3.23946 -0.01 0.00 0.13 -0.392
C 0.40599 4.56030 4.04964 0.03 0.09 -0.09 -0.571
C 0.05814 3.36201 3.43863 -0.14 -0.08 0.07 -0.395
N 0.12708 3.15054 2.13528 0.01 0.15 -0.30 0.175
C 0.42198 1.31288 -3.85050 0.21 -0.10 -0.24 0.811
C -0.48770 1.98525 -4.66007 -0.01 -0.08 -0.09 -0.374
C -0.76806 1.52197 -5.93353 -0.08 0.14 0.04 -0.714
C -0.14473 0.37527 -6.41064 0.07 -0.13 0.06 -0.388
C 0.76593 -0.30464 -5.62188 -0.04 -0.04 -0.06 -0.794
C 1.06085 0.16779 -4.34615 -0.18 0.26 0.02 0.061
H 2.41892 -1.31396 -3.84292 0.07 -0.02 0.06 0.217
H 3.30875 -0.28055 -1.92312 -0.02 -0.16 0.11 0.392
H 1.13566 4.70228 -0.68370 -0.19 0.06 -0.07 0.228
H 1.21423 6.18949 1.20591 0.03 0.00 0.01 0.397
H 1.10837 6.55589 3.66608 0.00 0.00 0.00 0.398
H 0.35463 4.66921 5.12426 -0.03 -0.03 0.00 0.410
H -0.30021 2.52298 4.02655 0.08 0.00 0.03 0.412
H -0.96773 2.87300 -4.27196 0.01 0.00 0.05 0.456
H -1.47158 2.05569 -6.55937 -0.01 -0.02 0.01 0.384
H -0.36801 0.01090 -7.40519 0.01 -0.01 0.00 0.383
H 1.25907 -1.19684 -5.98996 0.01 0.01 -0.01 0.359
C -2.15731 -4.93798 2.05940 0.06 0.02 -0.18 -1.144
C -1.77344 -4.75844 0.59143 -0.03 0.05 0.12 -0.722
N -0.42654 -4.24058 0.41920 0.01 0.26 0.10 0.240
C 0.65312 -5.21221 0.38650 0.12 0.07 -0.23 -0.953
C 1.16110 -5.52394 -1.02276 -0.14 0.05 0.17 -1.004
C -0.20801 -2.88021 0.44394 -0.03 -0.22 -0.18 0.153
S 1.34171 -2.27349 0.11313 0.26 0.08 0.01 -0.298
N -1.31974 -2.16515 0.63066 -0.32 0.00 0.06 -0.293
C -1.37145 -0.91028 1.08590 0.22 -0.33 0.03 -0.148
O -0.48619 -0.28047 1.68028 -1.21 -0.33 0.07 -0.787
C -2.70950 -0.24739 0.89406 -0.08 0.06 0.03 -0.025
C -2.77081 1.14261 0.87837 0.10 -0.01 0.03 -0.205
C -3.98462 1.78136 0.67531 -0.05 0.05 -0.03 -0.682
C -5.14509 1.03919 0.50378 -0.04 -0.02 -0.02 -0.351
C -5.09228 -0.34793 0.54991 -0.03 0.02 0.00 -0.709
C -3.87817 -0.98808 0.74423 0.06 0.03 -0.03 -0.094
H -3.18787 -5.28966 2.14384 0.00 -0.04 0.05 0.362
H -2.06916 -3.97884 2.56873 -0.02 -0.01 0.03 0.232
H -1.49773 -5.65819 2.54738 -0.02 0.00 0.05 0.408
H -2.45254 -4.04619 0.12776 -0.05 -0.11 -0.06 0.389
H -1.83620 -5.71259 0.05957 -0.01 0.02 -0.01 0.453
H 0.27695 -6.13101 0.84458 0.00 0.05 0.09 0.429
H 1.48231 -4.83728 0.98818 -0.02 -0.01 0.02 0.457
H 0.33487 -5.81349 -1.67634 0.02 -0.05 0.00 0.285
H 1.89233 -6.33501 -0.98856 -0.02 -0.02 -0.03 0.382
H 1.63542 -4.63332 -1.42563 0.02 0.03 -0.08 0.219
H -1.85234 1.70174 1.02114 -0.02 0.00 -0.03 0.787
H -4.03075 2.86344 0.64420 0.04 0.00 0.00 0.411
H -6.09113 1.53865 0.33019 0.00 0.01 0.03 0.358
H -5.99934 -0.92793 0.42672 0.00 -0.01 0.02 0.381
H -3.81239 -2.06611 0.78838 -0.01 -0.03 -0.06 0.342
```
Positions in Å, forces in eV/Å.

Output
Multiplicity: 1
Charge: -1



No. 2
2 unconnected molecules or ions with the total composition C31H31NO6, computed with ωB97M-V/def2-TZVPD.

The geometry in XYZ format:
```
69
Properties=species:S:1:pos:R:3:forces:R:3:mulliken_charge:R:1
C -0.73564 -4.33633 -4.75324 0.10 -0.11 -0.42 -1.176
C -1.46765 -3.82216 -3.54963 0.38 0.29 0.72 -0.350
O -0.49319 -3.68487 -2.46499 -0.87 -0.03 -0.72 -0.252
C -0.70313 -2.66365 -1.60785 0.13 0.75 0.45 -0.002
C 0.15578 -2.69086 -0.39122 -0.39 -0.88 -0.27 2.040
C 1.03277 -3.78271 -0.06628 -0.23 0.17 -0.59 0.662
C 1.50525 -3.85248 1.37517 -0.04 -0.46 -0.07 -0.218
C 0.92736 -4.80404 2.21378 0.23 0.06 0.22 -0.056
C 1.42535 -4.99779 3.50224 0.18 0.11 -0.05 -0.846
C 2.54031 -4.27285 3.94177 0.04 0.03 -0.13 -0.491
C 3.11097 -3.30922 3.10355 -0.21 -0.17 0.04 -0.998
C 2.56204 -3.08559 1.84203 0.11 0.00 0.11 0.320
O 1.43837 -4.65261 -0.86436 0.24 0.65 0.48 -0.799
C -0.71154 -2.23763 0.72761 -0.03 1.15 0.59 -1.137
O -0.43873 -1.47496 1.63557 -0.54 -1.02 -0.55 -0.683
O -1.93525 -2.83121 0.54051 0.22 -0.16 1.07 -0.146
C -2.93230 -2.81804 1.57351 0.05 0.24 -0.16 -0.242
C -4.18805 -3.41028 0.96660 -0.23 0.05 -0.03 -1.225
O -1.50475 -1.75841 -1.81398 0.56 -1.00 -0.21 -0.666
H -1.47023 -4.55562 -5.53413 0.15 -0.04 -0.02 0.429
H -0.04896 -3.57600 -5.14926 -0.08 -0.16 0.10 0.248
H -0.17030 -5.24845 -4.53662 -0.11 0.13 0.01 0.245
H -1.92612 -2.84788 -3.76057 0.03 -0.29 0.22 0.315
H -2.23405 -4.52657 -3.19679 0.15 0.24 -0.12 0.406
H 0.09719 -5.39691 1.84058 0.07 0.02 0.09 0.516
H 0.95767 -5.73576 4.15335 0.15 0.16 -0.12 0.381
H 2.98200 -4.46902 4.92452 -0.26 0.10 -0.35 0.370
H 3.99104 -2.74276 3.42032 -0.33 -0.16 -0.03 0.403
H 2.97617 -2.32535 1.19053 -0.08 -0.21 0.31 0.220
H -2.60491 -3.42620 2.43276 0.11 0.32 -0.25 0.264
H -3.12995 -1.78486 1.89726 0.24 -0.31 0.04 0.299
H -4.93167 -3.50423 1.76338 -0.06 -0.01 -0.14 0.429
H -4.59019 -2.74839 0.18836 0.11 -0.19 0.16 0.285
H -4.02761 -4.40535 0.52928 0.12 0.28 0.16 0.301
C -1.38036 1.36320 -5.36593 0.51 0.18 0.30 -0.728
O -0.18227 1.84409 -4.71969 -0.19 -0.26 0.12 -0.477
C 0.49124 1.02177 -3.87777 0.33 -0.60 0.70 0.632
C 0.21844 -0.35874 -3.73654 0.33 0.85 -0.80 0.113
C 1.08853 -1.13061 -2.99225 0.43 0.20 0.31 0.413
C 1.96791 -0.54813 -2.05918 -1.02 0.89 -0.91 0.351
C 2.68167 -1.35444 -1.11482 1.08 -0.33 -0.87 0.160
C 3.44272 -2.43791 -1.53959 0.49 -0.09 0.26 1.637
C 4.59970 -3.02050 -0.84549 -0.53 -0.83 -0.32 0.216
C 5.32951 -2.66651 0.27388 0.35 -0.15 0.23 0.010
C 6.36011 -3.51447 0.71102 -0.49 0.28 -0.22 -0.800
C 6.64389 -4.70827 0.03267 -0.23 0.04 -0.35 -0.761
C 5.93013 -5.06577 -1.12232 0.36 0.30 0.20 -0.878
C 4.94024 -4.19716 -1.54555 -0.14 0.18 0.48 -0.046
N 4.09279 -4.31009 -2.65143 -0.81 1.39 -0.24 0.170
C 4.02105 -5.42324 -3.57382 -0.12 0.02 -0.28 -0.963
C 3.26908 -3.24175 -2.70188 0.47 -0.77 0.77 -1.304
C 2.16001 0.86005 -2.11439 0.10 -0.89 0.35 -0.789
C 1.53822 1.59741 -3.09355 -0.87 0.10 -0.77 -0.963
H -1.71858 2.23376 -5.92687 -0.13 -0.24 -0.01 0.253
H -1.16916 0.52736 -6.04765 0.02 0.21 0.17 0.287
H -2.13733 1.06353 -4.62775 0.23 0.07 -0.14 0.311
H -0.63784 -0.83207 -4.22479 0.50 0.21 -0.02 0.152
H 1.06428 -2.21495 -3.10291 -0.54 0.56 0.47 -0.925
H 2.91130 -0.93137 -0.13628 -0.11 0.05 -0.28 0.499
H 5.06654 -1.74408 0.79004 0.31 -0.23 0.09 0.528
H 6.92666 -3.23920 1.59845 -0.08 -0.13 -0.20 0.403
H 7.43876 -5.35508 0.39901 -0.18 0.13 -0.11 0.399
H 6.16047 -5.94606 -1.71594 0.10 0.02 0.36 0.298
H 4.72193 -6.18407 -3.24537 -0.09 -0.07 -0.14 0.357
H 3.00419 -5.82981 -3.59440 0.22 0.03 0.20 0.300
H 4.27547 -5.08521 -4.58159 0.11 -0.12 0.10 0.334
H 2.57676 -3.10274 -3.52170 0.21 -0.30 0.17 1.083
H 2.86906 1.31980 -1.41479 -0.32 -0.08 -0.37 0.457
H 1.80473 2.63605 -3.28029 -0.22 -0.15 0.21 0.426
```
Positions in Å, forces in eV/Å.

Output
Multiplicity: 1
Charge: 0



No. 3
A molecular structure, C31H32AsBrCaF6IN2, computed with ωB97M-V/def2-TZVPD.

The geometry in XYZ format:
```
75
Properties=species:S:1:pos:R:3:forces:R:3:mulliken_charge:R:1
Ca 0.89682 -0.76026 1.46706 -0.03 0.05 0.12 1.340
N 7.86889 -0.88066 -2.20674 0.00 0.00 -0.01 -0.532
C 6.85819 -0.86180 -1.65867 -0.02 0.00 0.03 -0.125
C 5.59407 -0.83594 -0.97298 0.03 -0.01 -0.02 0.619
C 4.62684 0.10197 -1.32737 -0.02 0.02 0.00 -0.719
C 3.41103 0.11186 -0.66050 0.00 -0.01 0.01 -0.443
C 3.08479 -0.78456 0.37505 0.05 0.04 0.04 -0.553
C 4.10130 -1.70448 0.69456 0.01 -0.01 -0.03 -0.135
C 5.32973 -1.74476 0.04783 -0.01 -0.01 0.00 -0.639
H 4.83725 0.81127 -2.11862 0.00 0.00 0.00 0.449
H 2.68866 0.86515 -0.97119 -0.01 0.00 0.01 0.271
H 3.94353 -2.43106 1.48943 0.00 0.00 0.01 0.440
H 6.08451 -2.46980 0.32603 0.00 0.00 0.00 0.442
F -0.80606 -1.90015 2.75392 -0.01 -0.01 -0.01 -0.492
As -0.24589 -1.28942 4.34856 0.06 0.03 -0.04 2.090
F -0.12261 0.26906 3.50125 -0.01 -0.07 -0.02 -0.483
F 1.38217 -1.56698 3.66506 0.01 -0.03 0.01 -0.606
F 0.42283 -0.61334 5.75734 -0.01 -0.04 -0.01 -0.472
F -0.27047 -2.88125 4.95333 -0.02 0.04 0.04 -0.492
F -1.85491 -0.96042 4.79397 0.00 0.01 -0.01 -0.479
Br -0.30162 -4.84305 -3.23621 0.00 -0.03 0.00 -0.084
C -1.27245 -4.85660 -1.61517 0.00 0.02 0.02 0.178
C -2.54996 -5.39991 -1.62554 0.00 0.00 0.00 -0.354
C -3.29970 -5.42658 -0.46098 -0.02 -0.01 -0.02 -0.573
C -2.77740 -4.91407 0.71643 0.02 0.03 0.02 -0.713
C -1.50317 -4.36900 0.72943 0.00 -0.01 -0.03 -0.405
C -0.74729 -4.33595 -0.43781 -0.05 -0.01 0.00 -0.008
I 1.13345 -3.42813 -0.36052 0.06 0.01 -0.01 0.409
H -2.94719 -5.80030 -2.54776 0.00 0.00 0.00 0.415
H -4.29355 -5.85354 -0.47755 0.00 0.00 0.00 0.388
H -3.35731 -4.93463 1.62929 0.01 0.00 0.00 0.419
H -1.09501 -3.96417 1.64533 -0.02 -0.01 0.00 0.482
C 3.17992 3.58257 2.95076 -0.01 0.00 0.02 -1.787
C 1.94205 3.60003 2.09907 -0.05 -0.01 -0.01 -0.082
C 1.31894 4.80589 1.76888 0.00 0.00 0.01 -0.455
C 0.14898 4.83950 1.00267 0.00 0.03 0.00 0.307
C -0.49775 6.16161 0.68916 -0.01 0.00 -0.01 -1.741
C -0.39390 3.66484 0.53237 0.01 -0.05 0.01 -0.325
C 0.21542 2.40075 0.80678 0.00 0.02 0.06 0.413
C 1.38114 2.43339 1.63691 0.09 -0.01 0.01 -0.181
N -0.16238 1.18169 0.40230 -0.02 0.05 -0.11 0.996
C -1.13040 0.81147 -0.63469 -0.01 -0.01 0.01 2.145
C -1.81965 -0.47490 -0.13509 -0.02 -0.01 0.04 -0.251
C -2.72291 -1.08269 -1.20895 0.01 -0.01 -0.01 0.413
C -3.80506 -0.07205 -1.58388 0.00 0.01 -0.01 -1.593
C -3.13642 1.19338 -2.12101 -0.01 -0.01 0.01 0.272
C -2.29853 0.85946 -3.35755 0.00 0.00 -0.01 -1.665
C -1.21214 -0.14588 -2.97195 0.01 0.00 -0.01 0.491
C -1.87143 -1.41861 -2.43626 0.00 0.00 0.01 -0.703
C -0.30475 0.45389 -1.89160 0.02 0.01 0.03 -1.357
C -2.21999 1.80915 -1.05508 -0.01 0.01 0.03 -2.374
H 3.89065 4.34082 2.62208 0.00 0.00 0.00 0.416
H 3.67314 2.61259 2.91105 0.00 0.00 0.00 0.341
H 2.92878 3.79200 3.99212 0.01 0.00 0.00 0.354
H 1.74548 5.73756 2.12482 -0.01 0.00 0.00 0.449
H -0.55718 6.78925 1.57837 0.00 0.00 0.00 0.392
H -1.50507 6.02615 0.29810 0.00 0.00 0.00 0.365
H 0.08272 6.70612 -0.05803 0.00 0.00 0.00 0.340
H -1.31282 3.72209 -0.01925 -0.01 0.00 -0.01 0.251
H 1.89963 1.51370 1.88865 -0.01 0.00 -0.11 0.066
H -2.37792 -0.26697 0.78255 0.00 0.01 -0.01 0.404
H -1.06861 -1.24017 0.10446 -0.01 0.00 -0.02 -0.843
H -3.17518 -1.99519 -0.81138 0.00 -0.01 0.00 0.314
H -4.41952 0.16628 -0.71048 0.00 0.00 0.00 0.542
H -4.46858 -0.49650 -2.34249 0.00 0.00 0.00 0.538
H -3.89960 1.93073 -2.38231 0.00 0.00 0.00 0.273
H -1.84748 1.77119 -3.76102 0.00 0.00 0.00 0.584
H -2.93546 0.43838 -4.14046 0.00 0.00 0.00 0.564
H -0.59962 -0.39001 -3.84333 0.00 0.01 0.00 0.455
H -1.10140 -2.14644 -2.17073 -0.01 0.00 -0.01 -0.361
H -2.49194 -1.87688 -3.21203 0.00 0.00 0.00 0.627
H 0.19051 1.35947 -2.25593 0.00 0.00 -0.01 0.560
H 0.48476 -0.25739 -1.62383 -0.01 -0.01 0.00 0.012
H -2.80607 2.11768 -0.18377 0.01 0.01 0.00 0.460
H -1.75980 2.69357 -1.49623 0.00 0.00 -0.01 0.740
```
Positions in Å, forces in eV/Å.

Output
Expectation value of S²: 0.7980
Multiplicity: 2
Charge: 0



We obtain M values of 572.7; 513.6; 868.4 g mol⁻¹ for the records listed above, in that order.
We obtain electronic energy values of -60382.3548; -46422.2814; -209377.8855 eV for the records listed above, in that order.